<w>
Below is a cluster of 2 separate species, C2H4N6 in total, with properties calculated with the ωB97M-V functional and the def2-TZVPD basis.

The geometry in XYZ format:
```
12
Properties=species:S:1:pos:R:3:nbo_charge:R:1
C 1.0963 -0.8939 0.4942 0.1017
C -0.7703 0.9608 0.6226 0.1040
H 2.9337 0.9610 -1.2428 0.3837
H 1.1192 1.6653 -0.4046 0.3265
H 0.8417 -1.9158 0.9192 0.2263
H -0.2611 1.7985 0.9515 0.2221
N 2.2436 0.8704 -0.3089 -0.5960
N 2.2665 -0.4628 -0.2526 -0.1490
N -0.2311 -0.3030 0.5642 -0.2325
N -2.0047 0.8472 -0.0508 -0.2912
N -2.1749 -0.3561 -0.6805 -0.0073
N -1.0408 -1.0114 -0.2606 -0.0883
```

Summary:
Molecular weight: 112.10 g mol⁻¹
LUMO energy: -0.3 eV
HOMO: -9.2 eV
Orbital gap: 8.8 eV

---

<x>
Below is a structure of composition C2H4N6, with properties calculated with the ωB97M-V functional and the def2-TZVPD basis.

The geometry in XYZ format:
```
12
Properties=species:S:1:pos:R:3:nbo_charge:R:1
C -0.4923 1.6562 0.7614 0.2078
C 0.5232 -0.2122 -0.4502 0.4553
H 0.9324 3.3717 0.7953 0.3836
H -1.6858 0.8615 0.8802 0.1544
H -0.5888 -2.8162 -1.2651 0.3949
H -1.1625 -0.6767 0.5878 0.3994
N -0.1775 2.8578 1.2647 -0.6113
N 0.6962 1.0073 0.0630 -0.4688
N 1.5193 -0.9005 -0.7077 -0.2248
N 1.2884 -2.0717 -0.7709 0.1081
N -0.0969 -2.2176 -0.6192 -0.3407
N -0.7556 -0.8596 -0.5391 -0.4578
```

Summary:
Molecular weight: 112.10 g mol⁻¹
LUMO energy: -1.1 eV
HOMO: -9.2 eV
Orbital gap: 8.1 eV

---

Stability check: which of them is most stable? <w>.

---

<w>
Below is a cluster of 2 separate species, C3H9NS in total, with properties calculated with the ωB97M-V functional and the def2-TZVPD basis.

The geometry in XYZ format:
```
14
Properties=species:S:1:pos:R:3:nbo_charge:R:1
C 1.3350 0.5852 -1.5443 -0.5327
C 1.2201 -0.6565 -1.0433 0.0096
N 2.2609 -1.3928 -0.5338 -0.8089
H 0.5295 1.0376 -2.1002 0.2008
H 2.2560 1.1464 -1.4465 0.1817
H 0.1941 -1.0034 -1.0455 0.1909
H 3.0641 -0.8988 -0.2355 0.3800
H 2.0256 -2.1838 0.0082 0.3776
C -2.4585 0.1890 1.0587 -0.6949
S -1.1307 0.7478 2.2543 -0.0848
H -3.3628 0.0720 1.6470 0.2142
H -2.0896 -0.7357 0.6433 0.2185
H -2.6018 1.0380 0.4053 0.2247
H -1.2417 2.0550 1.9324 0.1232
```

Summary:
Molecular weight: 91.18 g mol⁻¹
SMILES: C=CN.CS
LUMO energy: 0.9 eV
HOMO: -8.0 eV
Orbital gap: 8.9 eV

---

<x>
Below is a cluster of 2 separate species, C3H9NS in total, with properties calculated with the ωB97M-V functional and the def2-TZVPD basis.

The geometry in XYZ format:
```
14
Properties=species:S:1:pos:R:3:nbo_charge:R:1
C -2.3009 -0.4920 -1.3203 -0.0582
N -1.2262 -1.1212 -1.7368 -0.6026
H -3.1771 -0.6965 -1.9040 0.1629
H -2.1756 0.1203 -0.5255 0.1688
H -1.5353 -1.9564 -2.2729 0.3321
C 0.9328 1.2866 1.3782 -0.6362
C 1.4570 0.4096 0.3400 -0.4527
S 1.7712 -1.3096 1.1848 -0.1097
H -0.0720 1.3619 1.2510 0.2015
H 1.2136 2.3129 1.2663 0.2081
H 1.1928 0.9135 2.3355 0.2205
H 2.4276 0.5744 -0.1365 0.2130
H 0.7533 0.4528 -0.5207 0.2295
H 0.7387 -1.8564 0.6609 0.1230
```

Summary:
Molecular weight: 91.18 g mol⁻¹
SMILES: C=N.CCS
LUMO energy: 0.9 eV
HOMO: -8.8 eV
Orbital gap: 9.7 eV

---

Stability check: which of them is most stable? <w>.

---

<w>
Below is the molecule C3H9NS, with properties calculated with the ωB97M-V functional and the def2-TZVPD basis.

The geometry in XYZ format:
```
14
Properties=species:S:1:pos:R:3:nbo_charge:R:1
C -0.5829 -0.4463 -2.2444 -0.6368
C 0.0984 0.1555 -1.0029 -0.0431
N 1.4266 -0.4287 -0.7167 -0.8730
C -0.8221 -0.0112 0.3410 -0.5715
S -0.1320 0.4943 1.8870 -0.0180
H -1.5300 -0.0200 -2.6222 0.2171
H 0.1845 -0.4791 -3.0227 0.2186
H -0.8160 -1.5209 -2.0649 0.2034
H 0.3277 1.1860 -1.0701 0.1944
H 2.2275 0.0377 -1.1172 0.3730
H 1.5771 -1.3666 -0.5978 0.3617
H -1.0254 -1.1375 0.4258 0.2063
H -1.8822 0.4540 0.1835 0.2420
H 0.9013 -0.2495 2.1487 0.1260
```

Summary:
Molecular weight: 91.18 g mol⁻¹
SMILES: C[C@H](N)CS
LUMO energy: 1.1 eV
HOMO: -8.7 eV
Orbital gap: 9.8 eV

---

<x>
Below is a cluster of 2 separate species, C3H9NS in total, with properties calculated with the ωB97M-V functional and the def2-TZVPD basis.

The geometry in XYZ format:
```
14
Properties=species:S:1:pos:R:3:nbo_charge:R:1
C 2.5400 -0.9722 0.4163 -0.4503
C -2.5793 -0.9048 0.2963 -0.5280
C 0.0361 1.9355 -0.6051 -0.7491
N 1.6550 0.1502 0.0110 -0.6415
S 0.2192 0.6029 0.6348 0.5783
H 2.8080 -1.5887 -0.4328 0.2088
H 2.2872 -1.5518 1.2848 0.1830
H 3.4400 -0.5365 0.7420 0.2064
H -2.8985 -0.4710 1.2057 0.1621
H -2.6214 -2.0509 0.1877 0.1769
H -2.4280 -0.2769 -0.5630 0.1644
H -0.7427 1.8061 -1.3924 0.2195
H 0.8899 1.9197 -1.1817 0.2501
H -0.1005 2.8589 -0.0493 0.2194
```

Summary:
Molecular weight: 91.18 g mol⁻¹
LUMO energy (spin up / spin down): 0.3 / 0.4 eV
HOMO (spin up / spin down): -8.4 / -7.6 eV
Orbital gap (spin up / spin down): 8.8 / 8.0 eV

---

Stability check: which of them is most stable? <w>.

---

<w>
Below is a cluster of 2 separate species, C3H9NS in total, with properties calculated with the ωB97M-V functional and the def2-TZVPD basis.

The geometry in XYZ format:
```
14
Properties=species:S:1:pos:R:3:nbo_charge:R:1
C -1.8936 0.0668 1.3616 -0.5022
N -1.0479 1.0895 1.9456 -0.4699
H -1.6719 -0.9590 1.6545 0.2532
H -2.9399 0.2063 1.1273 0.2060
H -1.5414 1.4908 2.7619 0.3198
H -1.2123 0.2434 0.5073 0.2710
C 1.4927 0.3311 0.4893 -0.6144
C 0.9035 0.5168 -0.9140 -0.5955
S 0.2927 -1.0317 -1.5504 0.0136
H 2.3670 -0.3277 0.4388 0.2106
H 0.6684 -0.1253 1.0460 0.2160
H 1.7166 1.2794 0.9629 0.2127
H 1.6689 0.9094 -1.6268 0.2468
H 0.0324 1.2088 -0.9170 0.2323
```

Summary:
Molecular weight: 91.18 g mol⁻¹
LUMO energy: -3.8 eV
HOMO: -7.6 eV
Orbital gap: 3.8 eV

---

<x>
Below is a cluster of 2 separate species, C3H9NS in total, with properties calculated with the ωB97M-V functional and the def2-TZVPD basis.

The geometry in XYZ format:
```
14
Properties=species:S:1:pos:R:3:nbo_charge:R:1
C 0.2804 0.5691 2.0152 -0.5212
C -0.6992 1.1653 1.3570 0.0038
N -2.0605 0.9021 1.5301 -0.8227
H 1.3090 0.8422 1.8295 0.2090
H 0.0758 -0.1889 2.7614 0.1907
H -0.4846 1.8725 0.5677 0.1908
H -2.3253 0.6900 2.4768 0.3752
H -2.6669 1.6033 1.1328 0.3747
C -0.1921 -1.2312 -1.1805 -0.7219
S 1.3655 -0.5316 -1.8031 -0.0647
H -0.0230 -1.9306 -0.3797 0.2271
H -0.8657 -0.4578 -0.8388 0.2178
H -0.6261 -1.7568 -2.0280 0.2181
H 2.1661 -0.7415 -0.7521 0.1232
```

Summary:
Molecular weight: 91.18 g mol⁻¹
SMILES: C=CN.CS
LUMO energy: 1.0 eV
HOMO: -8.5 eV
Orbital gap: 9.5 eV

---

Stability check: which of them is most stable? <x>.